(1)
109
Properties=species:S:1:pos:R:3:forces:R:3 method="wB97M-V/def2-TZVPD" homo_lumo_gap_ha=0.2194 largest_force_ev_per_a=19.34 lumo_energy_ev=-0.080 e_homo_ev=-6.050 total_energy_ha=-3612.107387
C 1.7733 2.7492 5.8078 -1.581 -1.004 -0.510
C 2.5412 1.3385 5.8077 4.745 -0.073 1.229
O 3.7633 1.3172 6.1818 -5.334 0.017 -1.331
O 1.9785 0.0780 5.4354 -0.003 3.227 -0.510
C 1.1691 0.1677 4.2305 -1.507 -0.793 -1.299
C 2.0053 0.2495 2.8521 -0.046 -0.909 0.442
Si 1.2311 1.3752 1.5050 -0.219 -0.304 -1.776
O -0.1946 0.7306 0.7437 -0.955 1.081 2.755
Si -1.6018 0.8138 1.7469 1.040 -0.407 -1.041
C -1.8804 2.4961 2.6264 -0.365 1.728 1.041
C -1.6516 3.7913 1.6939 -2.018 -0.889 -3.492
O -2.1543 3.8848 0.5489 2.061 -0.513 4.875
I -0.4121 5.4819 2.3833 -0.540 -0.801 -0.044
P 2.7723 1.5086 -0.1151 0.907 -0.827 -2.374
N 2.0759 0.6036 -1.4829 -0.185 1.106 0.798
O 2.9990 3.1754 -0.6219 -6.365 -10.922 -6.759
H 2.3186 3.5636 6.3970 -0.477 -1.577 -1.011
H 0.7280 2.5815 6.2897 1.726 0.306 -0.761
H 1.5462 3.0908 4.7177 0.607 -0.535 1.856
H 0.5457 -0.8141 4.1882 1.165 1.751 0.291
H 0.3772 1.0176 4.2559 1.468 -1.185 0.422
H 2.0352 -0.8211 2.3985 0.274 1.784 0.746
H 3.0900 0.6101 3.0054 -1.644 -0.553 -0.139
H 1.0363 2.7763 1.9585 -0.285 -0.198 0.473
H -2.8524 0.4341 1.0495 0.309 0.183 -0.193
H -1.4016 -0.1886 2.8232 -0.058 0.170 0.091
H -3.0083 2.5234 2.9252 1.805 -0.008 -0.645
H -1.3125 2.5689 3.6408 -0.795 0.077 -1.936
H 1.3749 1.2276 -1.9309 0.728 -0.970 0.205
H 2.8210 0.3547 -2.1587 -0.698 0.360 0.653
H 3.8025 3.1588 -1.2217 -1.515 -0.423 0.735
C 5.2854 -2.4913 -2.3545 -0.176 0.982 -0.137
C 5.1353 -1.0334 -2.0361 -0.283 2.576 0.597
N 5.0103 0.1159 -1.7776 0.694 -3.934 -1.070
H 5.0755 -3.0876 -1.4662 -0.059 0.143 -0.182
H 4.5862 -2.7718 -3.1443 -0.095 0.135 0.224
H 6.3011 -2.6975 -2.6893 -0.258 0.237 0.020
C 4.6669 1.3085 9.4632 0.512 0.286 0.804
C 5.3866 1.7088 10.7197 1.350 0.748 2.405
N 5.9538 2.0244 11.7100 -1.989 -1.098 -3.464
H 4.7957 0.2394 9.2857 0.020 0.137 0.047
H 3.6020 1.5277 9.5591 0.142 -0.002 0.043
H 5.0686 1.8612 8.6122 -0.047 -0.081 0.105
C 0.5389 -2.5578 -0.2926 1.365 -0.331 3.977
C 1.7312 -3.2256 -0.9219 2.650 -1.357 -0.431
N 2.6735 -3.7535 -1.4147 -3.234 1.728 2.013
H -0.3810 -2.9983 -0.6595 0.145 -0.068 1.701
H 0.5817 -2.6856 0.7982 0.408 0.174 0.317
H 0.5424 -1.4918 -0.5252 0.099 -0.170 0.013
C 5.5303 5.6162 1.8854 -0.459 -0.748 -0.370
C 4.5967 4.8525 0.9831 -1.628 -1.861 -1.387
N 3.8505 4.2269 0.2620 9.744 13.798 9.419
H 5.0914 5.7110 2.8809 0.026 -0.035 -0.112
H 6.4845 5.0908 1.9659 -0.106 0.046 0.006
H 5.7060 6.6130 1.4774 -0.097 -0.141 -0.036
C -1.3306 2.2854 -4.2097 0.859 -0.422 -0.033
C 0.0031 1.6034 -4.3191 2.503 -1.300 -0.234
N 1.0546 1.0655 -4.4035 -3.724 1.899 0.202
H -1.2394 3.3301 -4.5126 0.071 -0.133 0.027
H -2.0559 1.7887 -4.8568 0.139 0.006 0.063
H -1.6858 2.2432 -3.1782 0.103 -0.048 -0.084
C 7.9493 -3.1763 1.3081 -0.063 0.000 -0.954
C 7.8897 -3.1961 -0.1927 -0.085 -0.031 -2.791
N 7.8418 -3.2114 -1.3757 0.779 -0.111 4.434
H 7.9668 -2.1451 1.6654 -0.008 -0.095 -0.123
H 7.0743 -3.6817 1.7210 0.073 0.050 -0.128
H 8.8509 -3.6875 1.6512 -0.079 0.051 -0.088
C -1.2360 -3.4906 -4.4623 0.475 0.244 1.033
C -0.4905 -3.1134 -3.2143 1.394 0.688 2.264
N 0.1006 -2.8147 -2.2249 -3.420 -0.928 -10.957
H -1.1434 -4.5635 -4.6408 0.004 0.118 0.067
H -2.2909 -3.2380 -4.3552 0.232 -0.104 0.058
H -0.8258 -2.9507 -5.3176 0.018 -0.020 0.158
C -4.2290 -0.7357 -5.3469 0.271 -0.827 -0.386
C -4.1088 -2.1880 -5.7069 0.074 -2.630 -0.775
N -4.0133 -3.3342 -5.9919 -0.415 4.030 0.956
H -4.1760 -0.6157 -4.2629 0.026 -0.156 -0.198
H -3.4164 -0.1700 -5.8081 0.033 -0.207 -0.007
H -5.1836 -0.3418 -5.7020 0.348 -0.293 0.046
C -6.3502 0.5693 -1.7778 0.861 -0.381 -0.075
C -5.0392 -0.1543 -1.8814 2.414 -1.303 -0.139
N -4.0046 -0.7246 -1.9687 -3.561 1.977 0.356
H -6.2265 1.6086 -2.0889 0.118 -0.113 0.025
H -7.0900 0.0905 -2.4211 0.145 -0.023 0.134
H -6.7077 0.5465 -0.7473 0.064 -0.063 -0.163
C 11.9805 -3.6380 -0.0456 0.173 0.241 0.914
C 12.2710 -3.2522 1.3766 0.565 0.731 2.685
N 12.4994 -2.9478 2.4978 -0.837 -1.071 -3.917
H 12.6782 -3.1350 -0.7175 -0.064 -0.022 0.138
H 12.0857 -4.7177 -0.1668 0.003 0.124 0.084
H 10.9613 -3.3479 -0.3088 0.104 -0.004 0.044
C -8.5150 2.1992 -4.9457 0.442 -0.813 -0.144
C -7.7503 0.9231 -5.1531 1.404 -2.379 -0.419
N -7.1465 -0.0837 -5.3166 -2.629 3.645 0.658
H -9.3497 2.0255 -4.2634 0.137 -0.043 -0.007
H -7.8588 2.9602 -4.5192 -0.024 -0.139 -0.042
H -8.9037 2.5584 -5.9004 0.108 -0.113 0.058
C -11.1937 -1.0865 -2.8205 0.111 0.871 0.253
C -10.8662 0.3146 -2.3915 0.615 2.609 0.820
N -10.6105 1.4213 -2.0561 -0.879 -3.838 -1.282
H -10.8611 -1.2478 -3.8477 -0.003 0.082 0.113
H -10.6914 -1.8010 -2.1673 0.000 0.223 -0.087
H -12.2718 -1.2495 -2.7653 0.101 0.123 -0.014
C -9.4533 -3.4078 0.5757 0.270 0.807 -0.425
C -9.0590 -2.1273 -0.1030 0.822 2.410 -1.201
N -8.7480 -1.1174 -0.6383 -1.114 -3.688 1.956
H -9.5279 -3.2493 1.6530 0.022 0.065 -0.144
H -10.4199 -3.7463 0.1977 0.103 0.094 0.007
H -8.7048 -4.1777 0.3798 -0.045 0.151 -0.028

---

(2)
99
Properties=species:S:1:pos:R:3:forces:R:3 method="wB97M-V/def2-TZVPD" homo_lumo_gap_ha=0.2314 largest_force_ev_per_a=3.29 lumo_energy_ev=-0.286 e_homo_ev=-6.584 de_lowest_kcal_mol=95.4 total_energy_ha=-3224.721287
C 3.3192 -2.3094 -3.2850 -0.488 -0.406 0.425
C 2.6692 -1.6113 -4.4513 -0.245 0.381 -0.904
H 2.9852 -3.3696 -3.2723 0.285 0.470 0.247
H 3.0098 -1.8163 -2.3426 0.161 -0.385 -0.394
H 4.4370 -2.3051 -3.3485 -0.863 0.061 -0.098
C 2.7148 -2.1300 -5.6953 0.358 0.530 0.577
C 2.9717 -3.5681 -6.0107 0.382 -0.523 -0.229
H 2.5935 -1.4861 -6.5730 -0.519 -0.263 0.498
H 2.3908 -4.2485 -5.3572 0.268 0.369 -0.220
H 4.0342 -3.8580 -5.9329 -0.262 0.018 -0.030
H 2.6514 -3.7554 -7.0484 0.172 -0.103 0.351
Al -0.1673 0.0049 0.9235 0.272 0.320 1.772
Cl 1.9019 0.0660 0.4443 -0.330 -0.049 0.163
C -0.7230 2.4479 -0.2399 -0.957 -1.045 -0.121
O -1.0391 1.2059 -0.0712 0.142 1.702 -0.389
N -1.6677 3.3279 -0.5057 0.491 -0.686 0.503
C -3.0670 2.8741 -0.5749 -0.189 -0.048 -0.138
C -1.3997 4.7662 -0.6279 0.283 0.152 -0.304
H 0.3267 2.7651 -0.1783 -0.334 0.024 0.010
H -3.3871 2.3780 0.3529 0.314 0.188 -0.225
H -3.2181 2.1784 -1.4115 0.180 0.221 0.224
H -3.6649 3.7720 -0.7317 -0.082 -0.284 -0.016
H -0.6944 5.1197 0.1336 -0.223 -0.237 -0.084
H -2.3600 5.2740 -0.4998 0.403 0.032 -0.009
H -0.9824 5.0133 -1.6159 -0.261 -0.159 0.248
H -3.2896 0.9792 3.3284 0.135 -0.299 0.173
H -0.8875 1.8768 6.5045 -0.218 -0.311 -0.193
C -2.8642 0.4968 4.2189 0.490 0.227 -0.070
C -1.3997 1.0001 6.0693 0.339 -0.350 -0.022
N -1.6240 1.1608 4.6260 -0.972 0.510 -0.145
H -2.7088 -0.5790 4.0181 -0.141 0.003 -0.021
C -0.4380 0.7545 3.8693 0.191 -0.711 0.692
O -0.6744 0.5958 2.5180 -0.118 0.012 -1.038
H -0.7523 0.1112 6.2463 -0.485 0.489 0.151
H -0.1511 -0.2029 4.3213 0.073 -0.297 -0.324
H -3.5648 0.5975 5.0531 -0.062 -0.054 -0.373
H -2.3689 0.8485 6.5667 0.430 0.249 -0.062
H -1.6024 -5.2011 2.7421 -0.246 0.188 -0.275
H -0.9930 -3.9372 -0.7314 -0.240 0.188 0.268
C -2.3795 -4.7143 2.1320 -0.125 -0.040 0.561
C -1.9511 -3.9797 -0.2069 -0.278 -0.201 -0.296
N -1.8207 -3.7049 1.2292 0.829 0.512 0.220
H -3.1233 -4.2482 2.7913 0.190 -0.212 -0.115
C -1.2102 -2.6209 1.6854 -0.283 0.882 -1.252
O -0.7862 -1.6993 0.8907 -0.620 -1.741 1.183
H -2.6588 -3.2795 -0.6570 0.286 -0.146 0.070
H -1.1306 -2.4897 2.7753 -0.021 -0.143 -0.308
H -2.8802 -5.4702 1.5140 0.199 0.284 0.400
H -2.3639 -4.9853 -0.3137 0.166 0.193 0.023
O 0.9653 -0.3581 -3.1356 -0.495 -1.275 -1.626
C 1.9574 -0.2660 -4.1398 0.984 0.413 -0.125
C 0.6004 -0.1456 -6.3310 -0.751 0.006 -0.335
C 1.4587 0.4681 -5.4133 0.354 -0.065 0.243
H 0.4668 -1.2339 -6.3117 -0.061 0.961 0.053
C -0.1517 0.6086 -7.2495 0.736 -0.235 0.313
H 2.7515 0.3797 -3.7062 -0.172 0.009 -0.168
C 1.7988 1.8109 -5.6307 -0.541 -0.191 -0.037
H -0.9250 0.0996 -7.8300 0.317 0.257 0.000
C 0.1281 1.9652 -7.4017 0.204 -0.101 0.092
C 1.1432 2.5433 -6.6287 0.181 -0.073 0.108
H 2.5598 2.2698 -4.9882 -0.375 -0.053 -0.250
H -0.3954 2.5440 -8.1603 0.063 0.012 0.233
H 1.4332 3.5807 -6.7884 -0.145 -0.150 -0.020
Si -0.9496 -0.7535 -3.6376 -0.156 3.089 1.115
Cl -0.5445 -2.4589 -4.6917 0.238 -1.830 -0.786
C -2.7409 -0.5017 -4.4274 -0.957 -1.585 0.262
C -1.1055 1.1761 -3.7133 1.297 1.054 0.725
C -1.0589 -1.5062 -1.9247 0.193 0.513 0.298
H -2.6247 -0.2435 -5.4905 -0.029 -0.111 0.192
H -3.3062 0.3215 -3.9450 0.313 -0.484 -0.265
H -3.3822 -1.3998 -4.3620 0.025 0.122 -0.292
H -0.3994 -2.3896 -1.8935 -0.313 0.453 -0.114
H -2.0679 -1.7647 -1.5879 0.247 0.312 -0.045
H -0.5824 -0.7574 -1.2608 -0.400 -0.414 -0.477
H -1.2519 1.5088 -4.7516 -0.031 -0.032 0.300
H -0.2257 1.6903 -3.3114 0.072 0.127 -0.149
H -1.9627 1.5244 -3.1164 0.058 -0.196 -0.203
C 1.1113 -2.0728 6.0099 0.212 0.426 0.009
N 1.3039 -0.6264 5.9689 0.565 -0.081 0.010
C 1.7752 -0.1231 7.2579 -0.032 -0.071 -0.253
C 2.1656 -0.1755 4.8440 -0.125 -0.419 0.506
C 1.9503 1.2903 4.5579 0.009 0.355 0.075
C 2.9605 2.2339 4.7755 -0.184 -0.060 0.057
C 2.6900 3.5983 4.6627 -0.032 0.031 -0.172
C 1.4070 4.0308 4.3237 -0.152 -0.189 -0.149
C 0.4014 3.0912 4.0748 0.305 0.358 0.050
C 0.6844 1.7351 4.1636 -0.149 0.049 0.040
H 0.4727 -2.3165 6.8730 0.188 -0.008 -0.311
H 2.0675 -2.6182 6.1064 -0.175 -0.061 0.002
H 0.6090 -2.3977 5.0896 0.089 -0.014 0.133
H 2.7939 -0.4827 7.4923 -0.104 0.056 0.035
H 1.7841 0.9730 7.2595 0.003 -0.199 -0.046
H 1.0964 -0.4676 8.0480 0.129 0.114 -0.147
H 3.2231 -0.3625 5.1007 -0.072 0.016 -0.235
H 1.9146 -0.7738 3.9565 0.110 0.063 0.211
H 3.9595 1.8900 5.0553 -0.289 0.130 -0.033
H 3.4792 4.3310 4.8371 -0.191 -0.227 -0.020
H 1.1807 5.0943 4.2350 0.128 -0.247 0.120
H -0.6304 3.3924 3.8655 0.433 -0.070 -0.028